{
  "formula": "C25H25F2OSi",
  "method": "ωB97M-V/def2-TZVPD",
  "gap_ev": 3.540,
  "lumo_energy_ev": -6.2,
  "de_lowest_kj_mol": 0.00,
  "total_charge": 1,
  "species": ["F", "C", "C", "C", "C", "C", "C", "C", "C", "C", "F", "C", "C", "C", "C", "H", "H", "H", "H", "H", "H", "H", "H", "H", "C", "Si", "C", "C", "O", "C", "C", "C", "C", "C", "C", "C", "C", "C", "H", "H", "H", "H", "H", "H", "H", "H", "H", "H", "H", "H", "H", "H", "H", "H"],
  "positions_angstrom": [[-4.193183, 1.733428, -3.695704], [-2.893552, 1.299871, -3.636802], [-2.646808, -0.072265, -3.575454], [-1.331044, -0.491685, -3.474508], [-0.232972, 0.426656, -3.392415], [1.063086, -0.131287, -3.210235], [2.369169, 0.425632, -3.385348], [3.462442, -0.495241, -3.482968], [4.777927, -0.081661, -3.596150], [5.032022, 1.289156, -3.648465], [6.332172, 1.719759, -3.717782], [4.016022, 2.240406, -3.601227], [2.695317, 1.809853, -3.480196], [-0.552981, 1.811882, -3.513406], [-1.872821, 2.246512, -3.614463], [-3.467289, -0.783926, -3.619172], [-1.103984, -1.562031, -3.501359], [1.065081, -1.218267, -3.069530], [3.232075, -1.564812, -3.511684], [5.597121, -0.795781, -3.655865], [4.251700, 3.300252, -3.663546], [1.916495, 2.561709, -3.480680], [0.232053, 2.557605, -3.554263], [-2.105396, 3.306860, -3.684024], [0.366681, -2.840907, -0.061524], [0.607954, -1.683607, 1.376828], [0.938684, -2.508188, 3.013599], [1.731222, -0.278190, 0.878821], [-0.983473, -1.076735, 1.543384], [-1.394697, -0.049946, 2.300590], [-0.929671, 1.252923, 2.277359], [-1.389938, 1.970965, 3.503088], [-2.278135, 0.942577, 4.185723], [-2.894857, 0.995326, 5.431455], [-3.600687, -0.134080, 5.889582], [-3.625750, -1.320851, 5.127538], [-2.962069, -1.387826, 3.896885], [-2.308969, -0.233205, 3.437315], [1.285199, -3.396176, -0.296608], [-0.428861, -3.564255, 0.159029], [0.066856, -2.266511, -0.948994], [1.934453, -2.967939, 3.043982], [0.869073, -1.793421, 3.844156], [0.194464, -3.296060, 3.195111], [2.763104, -0.646105, 0.789865], [1.425158, 0.118013, -0.101171], [1.723319, 0.548006, 1.602520], [-0.226865, 1.629182, 1.545556], [-0.554552, 2.231124, 4.169937], [-1.924549, 2.904091, 3.281991], [-2.830444, 1.894499, 6.042880], [-4.123201, -0.094276, 6.846627], [-4.160963, -2.193779, 5.506067], [-2.931147, -2.287284, 3.283634]],
  "forces_ev_per_angstrom": [[2.046, -0.663, 0.010], [-1.425, 0.191, 0.251], [0.263, -0.034, -0.151], [0.121, -0.052, 0.147], [-0.443, -0.018, 0.159], [0.123, 0.329, -1.266], [0.396, -0.012, 0.222], [-0.254, -0.081, 0.128], [-0.129, -0.003, -0.146], [1.318, 0.255, 0.213], [-1.981, -0.663, 0.019], [-0.748, -0.068, -0.014], [0.555, 0.049, -0.149], [-0.557, 0.096, -0.107], [0.800, 0.000, -0.044], [0.151, 0.192, -0.016], [-0.173, 0.351, 0.244], [-0.017, 0.314, 0.025], [0.166, 0.351, 0.216], [-0.195, 0.210, -0.012], [0.006, -0.259, 0.020], [0.404, -0.117, 0.173], [-0.435, -0.131, 0.176], [-0.003, -0.268, 0.002], [0.229, -0.266, -0.062], [-1.553, 0.514, 0.338], [0.379, -0.105, -0.051], [0.367, -0.017, 0.081], [0.167, -0.443, -0.789], [1.003, 1.995, 0.390], [-0.339, -2.043, -0.057], [-0.532, 0.124, 0.198], [0.019, 0.152, 0.353], [-0.393, -0.403, -0.046], [0.312, 0.010, -0.458], [0.069, 0.341, -0.089], [0.087, 0.609, 0.014], [0.176, -0.591, 0.365], [-0.203, 0.053, -0.010], [0.188, 0.142, -0.063], [0.029, -0.086, 0.167], [-0.146, 0.042, 0.089], [0.018, -0.070, -0.217], [0.153, 0.195, -0.120], [-0.120, 0.142, -0.015], [0.023, -0.074, 0.214], [0.039, -0.286, -0.172], [-0.092, 0.080, 0.125], [-0.087, -0.022, -0.181], [0.022, -0.110, 0.107], [-0.082, -0.181, -0.105], [0.202, -0.041, -0.268], [0.162, 0.277, -0.105], [-0.086, 0.091, 0.270]],
  "nbo_charge": [-0.286, 0.513, -0.289, -0.052, -0.208, 0.154, -0.193, -0.063, -0.294, 0.511, -0.288, -0.283, -0.071, -0.064, -0.281, 0.268, 0.235, 0.229, 0.233, 0.266, 0.263, 0.216, 0.216, 0.264, -1.135, 1.894, -1.150, -1.151, -0.851, 0.316, -0.300, -0.458, -0.011, -0.195, -0.209, -0.215, -0.218, -0.043, 0.237, 0.259, 0.212, 0.244, 0.259, 0.257, 0.242, 0.219, 0.260, 0.202, 0.234, 0.232, 0.216, 0.220, 0.219, 0.216]
}